{
  "formula": "C38H39F11N6O3Pt",
  "method": "wB97M-V/def2-TZVPD",
  "e_lumo_ev": -1.126,
  "total_energy_ev": -88255.2345,
  "max_force_ev_per_a": 0.53,
  "e_above_lowest_kj_mol": 0.0,
  "elements": ["Pt", "C", "N", "C", "C", "N", "C", "C", "F", "C", "F", "C", "F", "C", "F", "C", "F", "C", "C", "N", "C", "C", "F", "C", "F", "C", "F", "C", "F", "C", "F", "H", "H", "H", "H", "H", "H", "H", "H", "H", "H", "H", "C", "C", "N", "C", "C", "C", "O", "O", "C", "O", "C", "C", "C", "F", "C", "C", "C", "N", "C", "C", "N", "C", "C", "H", "H", "H", "H", "H", "H", "H", "H", "H", "H", "H", "H", "H", "H", "H", "H", "H", "H", "C", "C", "C", "C", "C", "H", "H", "H", "H", "H", "H", "H", "H", "H", "H"],
  "coordinates": [[1.428922, 0.046722, 2.295365], [4.112005, 0.438711, 4.683444], [3.652429, 1.059258, 3.462829], [4.452516, 0.700047, 2.324104], [3.908066, 1.116121, 0.966741], [2.511697, 0.718849, 0.653331], [2.080298, 0.930053, -0.562308], [2.920953, 1.431306, -1.666325], [4.056953, 2.114717, -1.451027], [2.609961, 1.253691, -2.959181], [3.405799, 1.699461, -3.933111], [1.353080, 0.705451, -3.334283], [1.109086, 0.504722, -4.652586], [0.428323, 0.499402, -2.400525], [-0.769606, 0.005312, -2.803064], [0.623706, 0.780792, -0.948629], [0.072685, -0.606274, -0.409259], [3.233249, 2.439547, 3.610256], [2.025337, 2.852787, 2.749945], [0.921289, 1.915470, 2.819880], [-0.291589, 2.248074, 3.320362], [-0.537543, 3.278298, 4.252881], [0.492493, 3.945948, 4.820140], [-1.795470, 3.626963, 4.708707], [-1.915395, 4.622595, 5.595259], [-2.918180, 2.939906, 4.298481], [-4.141867, 3.270024, 4.736238], [-2.728038, 1.889545, 3.421416], [-3.790084, 1.192638, 2.980280], [-1.475459, 1.564407, 2.950825], [-1.438872, 0.550674, 2.064422], [5.073787, 0.844474, 5.043118], [3.364745, 0.569905, 5.465344], [4.233970, -0.633698, 4.521277], [5.465394, 1.149010, 2.370317], [4.585961, -0.384823, 2.345982], [4.009593, 2.194773, 0.870909], [4.583720, 0.670720, 0.234869], [2.936075, 2.569314, 4.651958], [4.058376, 3.151365, 3.420602], [1.740463, 3.850127, 3.076207], [2.315840, 2.963283, 1.700785], [-3.722934, -1.647157, 0.148914], [-3.303096, -3.032356, 0.620384], [-1.888759, -3.062301, 0.989643], [-1.556343, -2.672638, 2.241982], [-0.302303, -2.342169, 2.627033], [-0.169348, -1.672671, 3.978867], [-0.778515, -2.146696, 4.921591], [0.535985, -0.594300, 4.003065], [0.765358, -2.457979, 1.693887], [1.927408, -1.989068, 1.874833], [0.446979, -3.119574, 0.439894], [1.461059, -3.313173, -0.502857], [1.135124, -3.520528, -1.809112], [2.110296, -3.728249, -2.727815], [-0.192719, -3.432881, -2.245277], [-1.193862, -3.358315, -1.306014], [-0.896160, -3.245663, 0.055815], [-0.546828, -3.281426, -3.607512], [0.388471, -2.728158, -4.568490], [-0.433575, -1.955033, -5.631527], [-1.835751, -1.867690, -5.114009], [-2.453465, -3.231276, -5.086258], [-1.533250, -4.136488, -4.221459], [-4.780076, -1.639619, -0.122148], [-3.130638, -1.325799, -0.709640], [-3.562184, -0.912418, 0.939173], [-3.483789, -3.798102, -0.133656], [-3.869820, -3.326460, 1.502889], [-2.376857, -2.550586, 2.938053], [2.492835, -3.218886, -0.191330], [-2.211125, -3.238961, -1.651147], [0.989924, -3.497811, -5.061869], [1.061931, -2.041734, -4.058961], [-0.477428, -2.467071, -6.591227], [-0.064751, -0.946718, -5.771355], [-2.400267, -1.201968, -5.636367], [-1.747349, -1.544822, -4.139697], [-2.522588, -3.570910, -6.117410], [-3.456416, -3.134147, -4.675540], [-1.077495, -4.917956, -4.841653], [-2.122728, -4.623006, -3.449539], [-1.084150, 3.193468, -2.408745], [-1.189674, 2.711774, -0.953158], [-2.471915, 1.878096, -0.786726], [-1.317099, 3.957304, -0.066338], [0.043178, 1.964795, -0.468283], [-1.911562, 3.871976, -2.637014], [-1.136075, 2.372454, -3.126329], [-0.146893, 3.730506, -2.569051], [-3.345981, 2.458180, -1.102681], [-2.609518, 1.588053, 0.254943], [-2.429521, 0.965286, -1.381446], [-2.198740, 4.541272, -0.343051], [-0.434976, 4.593862, -0.168603], [-1.410656, 3.675049, 0.985315], [0.453939, 2.311027, 0.471068]],
  "forces_ev_per_angstrom": [[0.05, -0.12, -0.03], [0.01, 0.02, 0.01], [-0.05, 0.10, 0.18], [-0.05, -0.01, 0.02], [0.03, -0.02, -0.06], [-0.17, 0.08, -0.18], [0.10, -0.14, 0.16], [-0.01, -0.01, 0.03], [0.11, 0.00, 0.18], [-0.04, 0.01, 0.04], [0.04, 0.02, -0.05], [-0.13, -0.02, -0.09], [0.00, -0.04, -0.02], [0.09, -0.10, 0.15], [-0.11, -0.01, -0.03], [0.12, 0.45, -0.24], [-0.07, -0.32, 0.07], [0.06, 0.08, -0.03], [-0.03, 0.01, 0.09], [0.21, 0.00, -0.16], [-0.10, -0.04, 0.05], [0.02, 0.00, 0.05], [0.06, -0.01, -0.01], [0.01, 0.01, 0.00], [-0.01, 0.02, 0.02], [0.05, -0.04, -0.02], [-0.03, 0.01, 0.01], [-0.04, 0.02, 0.01], [-0.01, -0.01, 0.00], [0.03, 0.01, -0.06], [0.02, -0.03, 0.02], [0.00, -0.01, -0.01], [0.00, 0.00, 0.00], [0.00, 0.00, 0.00], [0.01, -0.03, 0.00], [-0.05, -0.01, 0.00], [-0.03, 0.06, -0.03], [-0.02, 0.00, -0.04], [0.01, 0.01, 0.00], [0.01, -0.03, -0.01], [-0.08, 0.03, -0.01], [0.03, -0.02, 0.00], [-0.03, 0.01, -0.01], [-0.01, 0.05, -0.02], [-0.05, -0.18, 0.03], [-0.03, 0.07, 0.05], [0.05, 0.02, 0.02], [-0.02, 0.05, 0.05], [-0.03, 0.02, 0.05], [0.05, -0.08, -0.10], [0.10, 0.01, 0.00], [-0.12, -0.01, -0.03], [-0.02, 0.05, -0.05], [-0.05, 0.02, -0.02], [0.04, 0.06, 0.04], [0.02, 0.01, -0.02], [-0.19, 0.09, -0.07], [-0.03, -0.08, 0.01], [0.07, 0.14, -0.02], [0.36, -0.28, -0.09], [-0.03, 0.05, 0.04], [0.01, -0.06, 0.00], [0.07, -0.08, 0.14], [-0.04, 0.00, -0.02], [-0.12, 0.18, 0.02], [0.01, 0.00, 0.00], [0.01, 0.01, 0.01], [0.00, 0.00, -0.01], [-0.01, -0.02, 0.01], [0.01, 0.01, 0.01], [0.01, -0.02, 0.01], [0.00, -0.01, -0.02], [0.00, 0.00, 0.02], [0.04, 0.02, -0.01], [-0.06, -0.03, -0.02], [-0.02, -0.01, 0.01], [0.05, 0.06, -0.01], [0.01, 0.00, -0.05], [-0.04, 0.10, -0.02], [-0.04, 0.01, 0.00], [0.01, 0.00, 0.04], [0.03, 0.03, -0.02], [0.02, -0.05, -0.02], [-0.01, 0.01, 0.00], [0.01, -0.01, 0.03], [-0.01, 0.02, 0.00], [-0.01, 0.00, 0.01], [-0.08, -0.08, 0.05], [0.01, 0.00, 0.00], [0.02, -0.01, 0.00], [-0.01, 0.00, 0.00], [0.01, -0.01, 0.00], [0.01, 0.00, -0.01], [0.01, -0.02, -0.01], [0.01, -0.01, 0.00], [-0.01, 0.00, 0.00], [0.01, 0.00, -0.01], [0.02, 0.02, -0.02]],
  "mulliken_charge": [2.11, -1.30, 0.75, -2.12, -0.75, -0.65, -0.57, 0.22, -0.34, 0.00, -0.37, 0.33, -0.45, -1.81, -0.53, 3.29, 0.02, -1.32, -1.18, 0.28, -0.21, 0.75, -0.37, -0.01, -0.33, 0.53, -0.35, 0.00, -0.35, -0.47, 0.17, 0.35, 0.35, 0.32, 0.36, 0.58, 0.58, 0.76, 0.57, 0.28, 1.19, 0.12, 0.02, -1.25, 0.25, -0.82, 0.18, 0.35, -0.76, -0.93, 1.41, -1.14, 0.55, -0.74, 0.54, -0.43, -0.77, -0.36, -0.10, 0.38, -0.55, -0.65, 0.09, -0.65, -0.73, 0.58, -0.17, -0.14, 0.43, 0.51, 0.41, 0.55, 0.43, 0.68, 0.18, 0.32, 0.34, 0.37, -0.03, 0.36, 0.40, 0.41, 0.43, -1.65, 2.46, -0.80, -1.91, -0.92, 0.48, 0.14, 0.31, 0.60, -0.17, -0.25, 0.48, 0.42, 0.20, 0.24]
}